Entry 1:
ORCA calculation (ωB97M-V/def2-TZVPD) on a molecular structure, C25H37BClN7O2W.

## Properties
M ... 697.72 g mol⁻¹
Spin multiplicity ... 1
Total charge ... +2

XYZ file:
```
74
Properties=species:S:1:pos:R:3:forces:R:3
W 0.774021 0.565625 -2.574570 0.21 0.07 0.51
B -1.795839 -1.223935 -4.042337 0.00 0.03 -0.04
N -1.043946 -1.828100 -2.810636 -0.19 -0.08 0.10
C -1.165692 -3.069887 -2.383245 0.07 0.03 0.05
C -0.118937 -3.377942 -1.492658 -0.15 0.02 -0.04
C 0.617788 -2.236132 -1.419690 0.00 -0.01 0.06
N 0.056916 -1.268083 -2.218847 0.27 0.13 -0.18
N -1.928313 0.336405 -3.889938 -0.20 -0.09 0.12
C -2.815166 1.084487 -4.516046 0.01 0.07 0.04
C -2.467051 2.443645 -4.398261 -0.05 -0.11 0.07
C -1.321190 2.438973 -3.660523 -0.05 0.09 -0.04
N -0.978762 1.150135 -3.336832 0.08 0.13 -0.30
H -1.152943 -1.451954 -5.037339 0.05 0.03 0.04
H -2.896120 -1.682382 -4.062348 0.00 -0.04 -0.08
H -1.973012 -3.693005 -2.734820 -0.01 0.01 0.01
H 0.024780 -4.312137 -0.980101 0.04 0.01 0.02
H 1.501580 -2.013614 -0.841330 0.00 -0.01 0.01
H -3.645150 0.626229 -5.030474 0.00 -0.01 0.01
H -2.997480 3.290821 -4.795566 -0.01 0.00 0.01
H -0.717904 3.265216 -3.316275 0.01 0.00 -0.01
C 1.815803 3.095204 4.268995 -0.01 0.00 -0.01
C 1.225442 1.679202 4.207781 -0.05 0.01 0.03
C 1.142742 1.193910 5.665029 0.01 -0.02 0.01
C 2.194722 0.763329 3.451325 0.02 0.02 0.01
C -0.194861 1.690272 3.534178 -0.01 -0.01 -0.05
O -1.183893 2.207108 4.411083 -0.02 -0.03 -0.01
C -0.667488 0.346782 2.946235 0.05 -0.02 0.03
C -0.961518 -0.826842 3.885867 -0.09 -0.03 0.02
C -1.289011 -2.046294 3.058604 0.05 0.02 -0.01
C -0.313712 -3.004825 2.794369 -0.04 0.00 0.00
C -0.585653 -4.098431 1.984570 -0.06 0.03 0.01
C -1.848173 -4.223191 1.425632 0.04 -0.10 -0.04
Cl -2.199368 -5.587852 0.404616 0.03 0.05 0.00
C -2.838635 -3.288939 1.675195 0.00 0.06 0.05
C -2.550392 -2.205974 2.493979 -0.03 -0.02 -0.04
C -0.339830 2.747775 2.403406 0.05 0.05 0.02
N 0.349594 2.428280 1.143099 -0.11 -0.13 -0.05
C -0.049323 1.586809 0.221505 0.10 0.07 -0.05
N 0.877870 1.551209 -0.763604 -0.13 -0.02 -0.07
C 1.841227 2.457903 -0.338810 0.05 -0.04 0.04
N 1.538142 2.991243 0.797995 -0.03 0.01 0.11
H 2.706441 3.084948 4.897105 0.00 0.00 0.00
H 1.112230 3.799394 4.716903 -0.01 0.00 0.00
H 2.120805 3.469184 3.291437 0.00 0.01 -0.01
H 2.147206 1.204038 6.088798 0.00 -0.03 -0.01
H 0.763708 0.180710 5.778369 -0.04 -0.01 -0.02
H 0.548865 1.864720 6.287679 0.01 0.03 -0.01
H 3.187644 0.846820 3.894582 0.00 0.00 -0.01
H 2.295781 1.037986 2.397641 0.00 0.00 0.00
H 1.900491 -0.285796 3.508993 0.00 0.00 0.00
H -1.160567 1.726094 5.245570 0.01 0.02 0.01
H 0.050612 -0.010303 2.202133 0.04 0.01 0.03
H -1.607536 0.551280 2.418318 0.01 0.00 -0.02
H -1.809943 -0.577445 4.527033 0.04 0.01 0.05
H -0.115868 -1.052576 4.530198 0.05 -0.01 -0.03
H 0.665964 -2.917342 3.250658 0.00 0.01 0.00
H 0.163045 -4.859590 1.809548 0.00 -0.01 0.00
H -3.827417 -3.420614 1.257709 0.00 -0.01 -0.01
H -3.333679 -1.488610 2.712267 0.00 0.01 0.01
H 0.014514 3.721877 2.721108 0.03 0.00 -0.03
H -1.399158 2.825030 2.164675 -0.01 -0.01 0.04
H -0.965691 1.019742 0.249809 0.00 0.01 0.00
H 2.747932 2.692663 -0.874546 -0.04 -0.05 -0.09
C 1.787355 0.913906 -6.073732 0.09 0.01 0.04
C 1.685726 -0.076222 -4.941337 -0.07 0.01 -0.06
C 2.406325 -1.385300 -5.122932 0.06 0.03 -0.01
O 2.190915 0.585398 -3.696209 -0.07 -0.08 -0.09
H 1.338721 0.487953 -6.970465 0.00 -0.01 0.00
H 2.834443 1.135853 -6.278739 0.00 0.00 -0.01
H 1.270021 1.843572 -5.835605 -0.02 -0.01 -0.01
H 0.604140 -0.277523 -4.749249 0.08 -0.12 -0.14
H 3.464021 -1.205583 -5.314328 0.00 0.00 0.00
H 1.982859 -1.911466 -5.978163 0.00 0.00 0.00
H 2.308813 -2.023828 -4.244468 -0.02 0.00 0.00
```
Forces are in eV/Å.


Entry 2:
ORCA calculation (ωB97M-V/def2-TZVPD) on a molecular structure, C4H11N6 at a distorted geometry.

## Properties
M ... 143.17 g mol⁻¹
Spin multiplicity ... 1
Energy relative to the best compared isomer or geometry (same formula, charge and spin) ... 45.9 kJ/mol
Total charge ... +1

XYZ file:
```
21
Properties=species:S:1:pos:R:3:forces:R:3
C -2.961938 -0.757848 -0.427934 0.80 -0.32 0.04
C -0.929260 -0.829763 -0.159998 3.38 -3.23 -0.71
C -0.698159 1.460775 1.020244 -3.32 0.37 0.88
C 0.545945 -1.433643 -0.345846 -3.09 5.67 0.94
N -1.889654 -1.610373 -0.635683 -0.87 2.21 0.38
N -2.651997 0.359377 0.187859 -1.35 0.32 -0.21
N -1.347757 0.300483 0.363481 1.66 0.75 0.69
N 0.517588 -2.675556 -0.402555 0.68 -6.61 -1.12
N 1.518363 -0.576241 -0.477421 -0.08 -0.46 0.58
N 2.160255 1.789220 0.049935 0.50 0.39 -0.93
H -3.947988 -0.868915 -0.796380 -0.68 -0.61 -0.08
H -1.432852 1.755414 1.831017 0.94 -0.38 -0.86
H 0.258696 1.428379 1.452515 1.12 -1.17 0.31
H -0.731867 2.261532 0.324725 0.04 0.78 -0.74
H -0.450820 -3.045764 -0.369112 0.69 -0.01 -0.14
H 1.270502 -3.406087 -0.700610 -1.56 2.32 0.83
H 2.415910 -0.999567 -0.491578 1.09 -0.20 -0.21
H 1.550643 0.406943 -0.014395 0.21 -0.90 -0.46
H 3.047643 1.853941 -0.431047 0.30 -0.58 -0.47
H 1.471147 2.046556 -0.652889 0.09 0.58 0.05
H 2.285605 2.541133 0.675673 -0.54 1.08 1.23
```
Forces are in eV/Å.


no.,calculated total energy (eV)
1,-56061.5906
2,-13260.0033